1.
Formula: C16H48AgN9O7
Source: OMol25
Level of theory: the ωB97M-V functional and the def2-TZVPD basis

Summary:
Total energy (hartree): -1804.71397
Multiplicity: 2
Total charge: -1

XYZ file:
```
81
C16H48AgN9O7, DFT the ωB97M-V functional and the def2-TZVPD basis
Ag 0.2102 0.3605 0.6640
O 1.5987 1.9998 -0.4833
O -2.1225 -0.4068 0.9087
O 2.1005 1.0027 2.2632
O 2.0120 -3.6678 -2.8096
O -4.1416 1.6252 -3.7469
O 0.1690 -2.8834 4.1452
O -2.2690 4.3430 2.3604
N 1.3635 -0.6881 -1.6008
N -1.4518 2.2609 2.5263
N 2.5506 2.5783 3.7124
N -0.0687 3.2454 -1.2345
N 2.2889 -1.4643 1.1951
N 4.1757 1.8140 2.5048
N -2.8611 2.7315 1.0594
N 1.3601 4.0895 0.0957
N -1.2615 0.8292 -1.5349
C 2.0409 -4.2422 -1.5576
C -2.1864 3.1948 2.0231
C 1.8476 -2.3452 2.2882
C 1.7165 -1.2451 -2.8366
C 0.4743 -2.0314 2.9552
C -3.5557 1.1562 -2.5263
C -3.1158 -1.3543 0.7127
C -5.5530 1.6884 -3.9489
C -1.0953 -2.5510 4.7329
C 2.8486 1.8243 2.7277
C 2.9909 -2.1340 3.3237
C 1.0081 -2.6943 -3.0323
C 3.2361 -1.1605 -2.8877
C -1.8489 -0.2527 -3.6633
C 0.9951 3.0786 -0.6302
C -2.0053 0.9648 -2.7683
H 3.0729 -1.0538 3.4439
H 1.3299 -0.6788 -3.6839
H 1.7145 2.4760 4.2696
H -2.0510 -1.2341 -3.2342
H -5.9212 1.4464 -4.9459
H 2.5749 -2.6025 4.2156
H -3.4796 3.3152 0.5145
H -5.9077 2.7146 -3.8530
H 3.7805 -1.7516 -2.1513
H -3.7873 1.8573 -1.7245
H -0.2119 4.0573 -1.8180
H -6.1785 1.0903 -3.2862
H 1.9275 -3.4047 2.0448
H -1.5319 1.8567 -3.1789
H 1.1070 -4.7647 -1.3504
H -1.6898 1.3639 2.1277
H 3.2824 3.2348 3.9440
H 3.4168 -1.6515 -3.8440
H 3.1395 -1.9143 0.8885
H -4.0841 0.2169 -2.3631
H 2.2430 4.1491 0.5826
H 4.7239 2.6037 2.8146
H -0.8004 -0.2869 -3.9593
H 0.6857 -2.8141 -4.0666
H -4.0751 -0.8375 0.6845
H 1.8191 0.2128 -1.6322
H -1.8864 -2.6380 3.9881
H -0.9486 2.4039 3.3903
H -1.1291 -1.5515 5.1664
H -2.4549 -0.0615 -4.5489
H 4.4245 1.0883 1.8478
H -1.9122 0.3180 -0.9558
H 0.7371 4.8818 0.1610
H -0.5049 0.2378 -1.8481
H 2.8915 -4.9229 -1.5931
H -0.3001 -2.0469 2.1883
H 2.6045 -0.6635 1.7234
H 0.0516 -2.7282 -2.5107
H 1.7493 -1.2031 -0.8223
H -2.9350 -1.8602 -0.2357
H 3.6912 -0.1701 -2.8787
H 0.4006 -0.9823 3.2417
H 2.3103 -3.4840 -0.8223
H -1.1715 -3.3675 5.4510
H -2.5343 1.8273 0.7502
H -3.0367 -2.2132 1.3791
H 3.9696 -2.5478 3.0807
H -0.5663 2.4172 -1.5286
```

---

2.
Formula: C25H23Cl5NO2V
Source: OMol25
Level of theory: the ωB97M-V functional and the def2-TZVPD basis

Summary:
Relative energy (zero: lowest compared OMol25 entry of this formula, charge and spin) (kJ/mol): 44.4
Total energy (hartree): -4416.00073
Total charge: +2

XYZ file:
```
57
C25H23Cl5NO2V, DFT the ωB97M-V functional and the def2-TZVPD basis
V -0.4215 0.1421 -1.6152
Cl -0.5368 -4.2997 2.9529
Cl -0.4351 1.0192 1.9781
Cl -0.6524 -4.8456 -0.1431
Cl -0.5470 -2.3365 -2.1201
Cl -0.4251 -1.3784 4.0129
O 3.3406 -1.4298 -1.9995
O 1.0598 0.5895 -1.6122
N -4.1589 0.2658 -1.7686
C -2.4409 4.3690 -2.0092
C 3.1260 -0.2483 4.6189
C -0.5341 -1.6728 2.3347
C -3.2902 -0.6825 -2.3420
C 3.3433 -0.9354 0.4467
C -1.3667 1.8255 -1.7802
C -1.2157 4.0948 -2.6112
C -0.5478 -0.6048 1.4366
C 3.4458 0.5780 2.2735
C 3.3772 -1.1891 -0.9002
C -0.6456 -3.2590 0.4853
C -0.5879 -2.9943 1.8587
C 2.9646 -3.4403 0.7480
C -0.6430 -0.8549 0.0790
C -0.6764 2.8340 -2.4833
C 2.9914 -1.7811 2.6408
C 3.5429 0.3911 0.9151
C -3.1310 3.3759 -1.3348
C -0.6624 -2.1624 -0.3569
C 3.1735 -0.4838 3.1467
C -4.9800 1.0276 -2.6988
C 3.8213 1.5175 -0.0310
C -3.5654 1.0156 -0.6749
C 3.0838 -2.0514 1.2977
C -2.6344 2.0795 -1.2233
H 2.8588 0.7797 4.8544
H 4.1183 -0.4369 5.0395
H 2.8848 1.9362 -0.4059
H 2.4324 -0.9294 5.1084
H 4.4115 1.1960 -0.8910
H -4.0929 3.6032 -0.8908
H -5.5330 0.3365 -3.3318
H 2.2533 -3.4977 -0.0792
H -2.9869 -1.4236 -1.6017
H 3.9306 -3.7906 0.3760
H 0.2956 2.6337 -2.9158
H 3.5931 1.5720 2.6769
H -4.3567 1.4929 -0.0978
H 2.7972 -2.5943 3.3301
H -3.0527 0.3155 -0.0113
H -4.3961 1.7000 -3.3402
H -2.3462 -0.2009 -2.7815
H -3.7423 -1.1931 -3.1912
H 2.6382 -4.1323 1.5214
H -0.6816 4.8616 -3.1548
H -2.8630 5.3634 -2.0721
H 4.3656 2.3116 0.4746
H -5.6998 1.6214 -2.1372
```

---

3.
Formula: C7H11FeNO10
Source: OMol25
Level of theory: the ωB97M-V functional and the def2-TZVPD basis

Summary:
Relative energy (zero: lowest compared OMol25 entry of this formula, charge and spin) (kJ/mol): 178.4
Total energy (hartree): -2343.86106
Multiplicity: 6
Total charge: -3

XYZ file:
```
30
C7H11FeNO10, DFT the ωB97M-V functional and the def2-TZVPD basis
Fe -0.9080 1.5300 -0.4709
O -1.9937 0.8883 -2.0793
O -2.5866 2.4992 -1.0310
O 2.2568 3.5993 0.1377
O 1.7087 4.4945 -1.7543
O -4.1009 1.1296 -1.2726
O 2.4929 -1.8008 0.5320
O -0.7991 1.7716 1.4969
O -2.2710 0.5851 1.0200
O -2.9199 2.0763 2.0848
O 0.4979 2.7698 -0.9481
N 0.4536 -0.0766 -0.5238
C 1.3807 -2.3598 -0.0963
C -3.0559 1.6266 -1.8492
C 1.4443 3.6742 -0.8467
C -0.9585 -1.9129 -0.8479
C 0.1793 -1.4100 0.0036
C 2.4307 -1.7366 1.9445
C -1.8740 1.3366 1.9988
H 0.8442 -0.1844 -1.4592
H -0.7915 -1.7961 -1.9194
H -0.1177 -1.3209 1.0480
H 2.5637 -2.7219 2.3979
H 1.3835 0.0318 -0.1066
H 3.2241 -1.1039 2.3476
H -1.0603 -2.9952 -0.7228
H 1.5463 -1.2304 2.3393
H 1.2035 -3.3760 0.2754
H 1.6958 -2.6123 -1.1134
H -1.8688 -1.3750 -0.5848
```

---

4.
Formula: C6H11NO
Source: OMol25
Level of theory: the ωB97M-V functional and the def2-TZVPD basis

Summary:
Relative energy (zero: lowest compared OMol25 entry of this formula, charge and spin) (kJ/mol): 461.9
Total energy (hartree): -365.05554
SMILES: C[C@@]12CC[C@@H](N1)[C@@H]2O
Total charge: 0

XYZ file:
```
19
C6H11NO, DFT the ωB97M-V functional and the def2-TZVPD basis
O 0.1491 -1.1027 -2.0841
N 0.5942 1.1395 0.6420
C -1.3439 0.8727 -0.3999
C -1.1140 -0.3664 0.5073
C 0.6151 -0.0881 -1.1284
C -0.0512 1.3132 -0.8491
C 0.9187 -1.2025 1.6276
C 0.4278 -0.3914 0.4375
H -1.6654 -0.2335 1.4835
H 0.1443 2.2921 -1.4049
H 1.7587 0.0055 -1.2095
H -1.6939 1.7681 0.3203
H 0.4034 -0.8026 2.5118
H 2.0068 -1.3389 1.6278
H 0.5377 -2.2432 1.7389
H -1.4807 -1.4189 0.1842
H -0.1105 -0.4702 -2.9789
H -1.7365 0.8509 -1.4564
H 1.6402 1.4163 0.4303
```

---

5.
Formula: C36H37NP2SW
Source: OMol25
Level of theory: the ωB97M-V functional and the def2-TZVPD basis

Summary:
Relative energy (zero: lowest compared OMol25 entry of this formula, charge and spin) (kJ/mol): 197.7
Total energy (hartree): -2595.92355
Multiplicity: 3
Total charge: +2

XYZ file:
```
78
C36H37NP2SW, DFT the ωB97M-V functional and the def2-TZVPD basis
W 2.0923 0.7593 1.8823
S 1.9201 2.7994 2.9337
P -0.2131 0.7117 -2.1221
P -1.9792 0.5423 0.4797
N 3.6578 2.4875 5.1955
C -4.7365 0.6358 0.7510
C 2.9426 2.5691 4.2611
C 2.0248 -0.5063 3.7346
C 0.8655 1.2927 0.4004
C 2.1571 -0.9118 -2.0724
C -1.9222 -0.0848 -5.8424
C -1.0552 0.8898 -3.7910
C -2.2894 -1.6292 3.9691
C 3.7281 -0.4396 1.0652
C 3.4398 -1.9077 1.2148
C 3.0996 0.1382 -4.4914
C -0.9145 -0.8626 -1.5792
C -1.9389 1.1656 -6.4615
C -1.1185 2.1662 -4.3927
C 3.8298 -0.8558 -3.8307
C -2.3098 -0.6099 4.9293
C -2.3399 1.0439 3.1649
C -1.5891 -0.9865 -0.4015
C -3.6925 0.8613 -0.1538
C -6.3693 0.8666 -1.0007
C -6.0630 0.6255 0.3402
C 3.3657 -0.9704 4.2565
C -2.2152 0.0174 2.2007
C 2.0747 -2.2604 1.8723
C 4.2511 0.3113 2.1860
C -2.4031 0.7283 4.5182
C 1.3908 0.0365 -2.7700
C 4.5855 -0.4003 3.4806
C 3.3492 -1.3923 -2.6300
C 1.8691 0.5497 -3.9822
C -4.0017 1.0946 -1.5151
C -5.3389 1.0853 -1.9286
C -1.5435 2.2895 -5.7197
C 1.3912 -1.1251 2.5817
C -2.2976 -1.3225 2.6065
C -1.5058 -0.2227 -4.5135
H 3.4789 -0.5909 5.2891
H -1.5714 3.2683 -6.1968
H 4.0566 -0.1210 0.0810
H -2.2489 1.2631 -7.5095
H -0.1323 1.6066 0.7890
H -2.4947 1.5265 5.2633
H 3.4579 -2.3516 0.2023
H 1.1872 2.0546 -0.3146
H 3.4812 0.5987 -5.4028
H 3.8968 -2.1885 -2.1238
H 4.7672 -1.2201 -4.2567
H -2.0149 -1.9410 -0.0617
H -4.5133 0.4335 1.7968
H -0.8214 3.0551 -3.8246
H -7.4152 0.8783 -1.3188
H 4.8806 1.1721 1.9561
H 1.4263 -2.6440 1.0653
H 4.2602 -2.4363 1.7391
H 1.8385 -1.2860 -1.0994
H -2.2414 -0.8549 5.9920
H -6.8450 0.4239 1.0774
H -1.5325 -1.2124 -4.0620
H -2.3748 2.0815 2.8369
H 3.4269 -2.0735 4.3670
H 5.3537 -1.1844 3.3558
H 5.0876 0.3079 4.1627
H -2.2306 -0.9684 -6.4013
H -2.3725 -2.1217 1.8736
H -2.2612 -2.6783 4.2729
H 1.3619 -0.1274 4.5301
H 2.1789 -3.1076 2.5838
H -3.2077 1.2878 -2.2451
H -0.8151 -1.7155 -2.2537
H -5.6010 1.2566 -2.9787
H 1.2536 1.2578 -4.5367
H 0.7995 0.2942 -0.0735
H 0.3023 -1.1227 2.5996
```

---

6.
Formula: C29H30F6N2O4S
Source: OMol25
Level of theory: the ωB97M-V functional and the def2-TZVPD basis

Summary:
Total energy (hartree): -2530.79673
Total charge: 0

XYZ file:
```
72
C29H30F6N2O4S, DFT the ωB97M-V functional and the def2-TZVPD basis
S 1.8759 -4.6923 0.8552
F 4.9599 0.1943 1.9730
F -6.8262 1.7172 4.9086
F -5.5032 2.2639 3.2248
F -4.6770 1.2215 5.0034
F 6.0939 1.8581 2.8276
F 7.1601 0.1642 1.8806
O 1.5871 -5.7401 -0.1177
O -0.9213 -5.5139 1.0309
O 2.4516 -5.0216 2.1465
O -1.5811 -3.6181 -0.0526
N 4.8630 0.2070 4.6909
N -5.0937 -0.3707 2.4198
C 3.1039 -3.8104 -0.1774
C 3.6251 -1.8130 4.1984
C 0.5107 -3.5416 1.1030
C -5.7654 1.2907 4.1616
C 1.3273 -1.6395 3.3314
C 4.6576 -1.9827 -0.4008
C 3.7059 -2.6696 0.3466
C 4.4136 -3.5733 -2.1958
C -2.7737 -0.0563 3.0502
C 3.6793 -0.4131 4.4004
C 1.4529 -0.2205 3.4591
C -6.0117 -0.0421 3.5071
C 2.4561 -2.3993 3.7484
C -3.5045 -2.2818 2.4241
C 3.4677 -4.2777 -1.4500
C 6.0909 -0.1780 4.0047
C 4.9569 1.3854 5.5162
C 2.5129 0.3504 4.1540
C 6.1134 0.4991 2.6755
C -1.1373 -1.8666 2.8791
C -2.6967 -4.4115 -0.5763
C 5.0209 -2.4361 -1.6673
C -5.6105 -0.2137 1.0786
C -2.2154 -2.7401 2.5610
C -3.7794 -3.4501 -0.9980
C 0.2026 -2.3809 2.8128
C -3.8210 -0.9084 2.6329
C -0.7136 -4.3570 0.6893
C -1.5133 -0.5539 3.2907
H -2.0162 -3.8173 2.5398
H 0.7010 0.4676 3.0698
H 6.1122 -1.2598 3.8413
H -5.1225 -0.9341 0.4056
H 2.5033 1.4030 4.4481
H 4.6824 -3.9159 -3.1944
H -7.0207 -0.0024 3.0914
H -0.8525 0.0764 3.8860
H 3.4169 -2.3467 1.3397
H -3.4105 -2.7545 -1.7626
H -4.6414 -3.9759 -1.4268
H 4.2014 1.3614 6.3127
H -6.6945 -0.3906 1.0864
H -5.9218 -0.7930 4.2995
H -2.3287 -4.9893 -1.4356
H 3.0199 -5.1733 -1.8682
H 4.4857 -2.4225 4.4566
H -4.3218 -2.9746 2.2000
H -4.1496 -2.8727 -0.1405
H 6.9449 0.1842 4.5878
H 5.7895 -1.9138 -2.2335
H 5.9535 1.4196 5.9766
H 5.1164 -1.1005 0.0323
H -3.0481 -5.0899 0.2075
H 0.6982 -2.8130 0.2456
H 4.8095 2.3054 4.9297
H -3.0195 0.9968 3.2211
H 0.2972 -3.4919 2.8771
H 2.3950 -3.4806 3.7565
H -5.4078 0.8023 0.6910
```